56
Properties=species:S:1:pos:R:3 method="wB97M-V/def2-TZVPD" fmax_ev_per_a=3.6 relative_energy_ev=0.532 s_squared=2.009 multiplicity=3 charge=-1 energy_ev=-51236.68448
Pd 0.4078 -1.1760 -0.2025
C 4.5652 -2.6173 -0.0094
C 5.2643 -1.5062 -0.3874
C 4.5830 -0.2122 -0.4260
C 3.1959 -0.1317 -0.2039
C 2.4448 -1.3287 0.1449
C 3.1645 -2.5308 0.2117
C 2.5348 1.1972 -0.3057
C 3.2576 2.3869 -0.2590
C 2.5274 3.5600 -0.3086
C 1.1509 3.5207 -0.5486
C 0.3163 4.7680 -0.4085
C -1.0081 4.6925 -0.5381
C -1.6960 3.4639 -0.9027
C -0.9722 2.2884 -0.9159
C 0.4201 2.2675 -0.6473
N 1.1713 1.1377 -0.5078
H 4.9569 -3.5867 -0.0446
H 6.3558 -1.6017 -0.6025
H 5.1705 0.6452 -0.4672
H 2.6782 -3.4843 0.3180
H 4.3327 2.3700 -0.1251
H 3.0951 4.5717 -0.1922
H 0.8110 5.7072 -0.2552
H -1.5616 5.6230 -0.2825
H -2.7288 3.2837 -0.9949
H -1.4166 1.3343 -1.1513
O -3.5560 -1.2997 -0.0738
C -2.6960 -1.5897 -0.8711
O -1.8431 -0.7021 -1.2713
C -2.7092 -2.9909 -1.4651
C -3.9445 -3.3747 -2.0262
C -4.0108 -4.6322 -2.6384
C -2.8570 -5.4377 -2.7708
C -1.6773 -5.0751 -2.2133
C -1.5160 -3.8261 -1.5526
S 0.0732 -3.4661 -0.7289
H -4.6847 -2.6252 -2.0050
H -4.9186 -4.8476 -3.2082
H -3.0777 -6.3903 -3.2788
H -0.8659 -5.7354 -2.3817
C -3.4275 1.7527 2.3093
C -1.9983 1.3123 2.3304
C -0.8232 1.7766 2.9786
C 0.1867 0.9154 2.5232
N -0.3662 -0.0104 1.6656
N -1.6669 0.2292 1.6558
C 1.6442 0.8674 2.8797
H -3.5380 2.8043 2.3042
H -3.9318 1.2698 3.1266
H -3.8924 1.4531 1.3781
H -0.6442 2.7437 3.4018
H -2.2263 -0.2980 0.9023
H 2.1829 0.1335 2.2365
H 1.6364 0.5736 3.9599
H 2.1274 1.8274 2.8455

=====

59
Properties=species:S:1:pos:R:3 method="wB97M-V/def2-TZVPD" fmax_ev_per_a=1.1 relative_energy_ev=0.254 energy_ev=-46601.66155 smiles="CCOC(=O)c1cc2c(=O)n3ccccc3nc2n(Cc2ccco2)/c1=N/C(=O)c1ccccc1OC"
C 5.0479 1.3106 1.6169
C 4.0504 2.4588 1.6567
O 2.7168 1.9439 1.7092
C 2.0753 1.8126 0.5531
O 2.4670 2.2260 -0.5107
C 0.7649 1.1281 0.7333
C -0.1089 1.5077 1.6959
C -1.3903 0.9032 1.7756
C -2.3268 1.2940 2.7811
O -2.1727 2.1258 3.6506
N -3.5821 0.5873 2.7072
C -4.5249 0.8806 3.6414
C -5.7384 0.2757 3.6458
C -6.0294 -0.6848 2.6520
C -5.0910 -0.9835 1.7141
C -3.8224 -0.3459 1.7204
N -2.9412 -0.6663 0.8065
C -1.7363 -0.0767 0.8311
N -0.8462 -0.4655 -0.1079
C -1.2245 -1.5240 -1.0337
C -1.2664 -2.8457 -0.3429
C -2.2719 -3.7548 -0.1898
C -1.7311 -4.8154 0.5772
C -0.4428 -4.4651 0.8370
O -0.1548 -3.2778 0.2848
C 0.4434 0.0460 -0.1817
N 1.2239 -0.4453 -1.0575
C 2.5547 -0.2993 -1.2706
O 3.3913 -0.6761 -0.4665
C 2.9276 0.2070 -2.6173
C 4.2862 0.2782 -2.9031
C 4.7454 0.7752 -4.1060
C 3.8285 1.2173 -5.0426
C 2.4709 1.1594 -4.7804
C 1.9977 0.6584 -3.5707
O 0.6765 0.5715 -3.2622
C -0.2707 1.0654 -4.1769
H 6.0530 1.6988 1.4787
H 4.8009 0.6427 0.7938
H 5.0062 0.7426 2.5428
H 4.1489 3.0873 0.7657
H 4.1694 3.0656 2.5577
H 0.1338 2.2843 2.4053
H -4.2169 1.6267 4.3607
H -6.4660 0.5271 4.3988
H -6.9912 -1.1733 2.6457
H -5.2564 -1.7097 0.9364
H -2.2147 -1.3048 -1.4352
H -0.4646 -1.5149 -1.8203
H -3.2663 -3.6783 -0.5773
H -2.2334 -5.7078 0.8893
H 0.3393 -4.9557 1.3813
H 4.9716 -0.0709 -2.1452
H 5.8039 0.8229 -4.3109
H 4.1653 1.6151 -5.9890
H 1.7833 1.5157 -5.5314
H -1.2399 0.9212 -3.7004
H -0.1231 2.1317 -4.3750
H -0.2491 0.5119 -5.1218

=====

62
Properties=species:S:1:pos:R:3 method="wB97M-V/def2-TZVPD" fmax_ev_per_a=2.6 relative_energy_ev=0.000 energy_ev=-183949.65386
Rb 0.1914 -0.3246 0.2067
S 1.8788 -1.6344 5.1581
C 2.7719 -2.6265 4.0863
C 2.3634 -2.3998 2.7779
C 1.2849 -1.4852 2.6312
C 0.9086 -0.9911 3.8429
C -0.2202 -0.0285 4.1307
C -0.7632 0.1118 5.3914
C -1.7718 1.0128 5.6504
C -2.1928 1.8562 4.6637
C -1.6699 1.6061 3.3783
N -0.6819 0.7460 3.0921
H 3.4854 -3.2356 4.5421
H 2.8885 -2.8897 1.9652
H -0.4857 -0.6430 6.1517
H -2.2087 1.1604 6.6558
H -2.9580 2.6390 4.8433
H -2.0808 2.0951 2.4904
Se 3.7154 0.1141 -2.7858
Se 4.2750 -1.5208 -1.0115
C 4.1550 -0.1157 0.2937
C 5.2904 0.0510 1.1135
C 5.1755 0.9167 2.2010
C 4.0482 1.6787 2.3504
C 3.0054 1.4846 1.4590
N 3.0304 0.6825 0.3846
C 2.2583 -0.9117 -3.4832
C 2.3954 -1.3436 -4.8275
C 1.2652 -1.9627 -5.3787
C 0.1811 -2.2716 -4.5803
C 0.2575 -1.9357 -3.2544
N 1.2521 -1.2565 -2.6827
H 6.2039 -0.5540 0.9530
H 5.9931 0.9921 2.9286
H 3.9442 2.3930 3.1747
H 2.1059 2.1373 1.5028
H 3.2462 -1.0974 -5.4582
H 1.2381 -2.1761 -6.4700
H -0.7376 -2.7408 -4.9594
H -0.4726 -2.3093 -2.5211
N 0.5614 2.4196 -2.5252
C -0.6943 1.9434 -2.7573
N -1.2134 2.0974 -3.9572
C -2.4777 1.7231 -4.0434
N -3.0599 1.8728 -5.2632
N -3.2468 1.1645 -3.0758
C -2.5532 0.8981 -1.9740
N -1.2900 1.2857 -1.7162
C -3.3506 0.0665 -1.0056
C -4.7871 0.1545 -0.9420
C -5.4152 -0.5777 0.0563
C -4.6853 -1.4958 0.8039
C -3.2913 -1.5713 0.6424
N -2.6687 -0.8072 -0.2494
H 0.8820 3.0642 -3.1942
H 0.9193 2.5033 -1.5565
H -2.5029 2.3873 -5.9124
H -4.0615 1.8584 -5.3244
H -5.3013 0.6998 -1.7090
H -6.4589 -0.5165 0.2588
H -5.1318 -2.1365 1.5835
H -2.7387 -2.2566 1.2540

=====

63
Properties=species:S:1:pos:R:3 method="wB97M-V/def2-TZVPD" fmax_ev_per_a=2.6 relative_energy_ev=1.056 charge=-2 energy_ev=-175262.83322
Ca -0.2411 0.1356 0.3529
Cl -0.5291 7.0450 -0.0464
C -0.9920 5.3680 -0.0781
C -0.3219 4.4581 0.7206
C -0.6578 3.1028 0.6865
N 0.0056 2.1150 1.3515
C 0.7521 2.3243 2.4208
O 0.9858 3.3772 3.0356
C 1.3379 1.0492 2.9650
C 2.5106 1.1308 3.7119
C 3.0326 -0.0147 4.2758
C 2.3501 -1.2065 4.0915
C 1.1888 -1.1919 3.3329
N 0.6932 -0.0981 2.7761
C -1.7567 2.6758 -0.1213
C -2.4163 3.6206 -0.9097
C -2.0197 4.9468 -0.9010
Cl -2.8234 6.0767 -1.9505
N -2.0901 1.3599 0.0019
C -2.9756 0.7258 -0.7447
O -3.6402 1.1329 -1.7175
C -3.1424 -0.7035 -0.3073
C -4.0573 -1.5203 -0.9713
C -4.1874 -2.8405 -0.5847
C -3.4200 -3.2987 0.4767
C -2.5439 -2.4119 1.0836
N -2.3930 -1.1570 0.6957
H 0.4751 4.7855 1.3700
H 2.9748 2.0970 3.8296
H 3.9497 0.0186 4.8515
H 2.7259 -2.1263 4.5146
H 0.6396 -2.1092 3.1513
H -3.2464 3.3034 -1.5203
H -4.6368 -1.0947 -1.7775
H -4.8718 -3.5032 -1.1007
H -3.4822 -4.3250 0.8115
H -1.9290 -2.7253 1.9205
S 2.5736 -0.1556 -0.0096
C 3.1803 -1.6640 0.5622
C 4.5659 -1.7426 0.8004
C 5.1769 -2.8750 1.2873
C 4.4193 -4.0055 1.5656
C 3.0598 -3.9676 1.3199
C 2.4342 -2.8334 0.8213
S 0.6641 -3.0251 0.6638
H 5.1554 -0.8564 0.6052
H 6.2474 -2.8808 1.4648
H 4.8794 -4.9045 1.9580
H 2.4428 -4.8343 1.5195
C 0.9018 0.2511 -3.7779
As -0.8205 0.5880 -2.8795
C -1.4680 1.9847 -4.1441
C -1.7664 -0.9093 -3.7420
S 0.0198 -2.4072 -1.1469
H 0.8197 0.2106 -4.8687
H 1.2695 -0.7072 -3.4104
H 1.6250 1.0207 -3.5009
H -1.2686 1.7308 -5.1877
H -0.9986 2.9412 -3.9124
H -2.5404 2.0941 -4.0007
H -1.5717 -0.9253 -4.8180
H -2.8365 -0.8150 -3.5704
H -1.4122 -1.8369 -3.2936

=====

What did the fourth record say?
63
Properties=species:S:1:pos:R:3 method="wB97M-V/def2-TZVPD" fmax_ev_per_a=2.6 relative_energy_ev=1.056 charge=-2 energy_ev=-175262.83322
Ca -0.2411 0.1356 0.3529
Cl -0.5291 7.0450 -0.0464
C -0.9920 5.3680 -0.0781
C -0.3219 4.4581 0.7206
C -0.6578 3.1028 0.6865
N 0.0056 2.1150 1.3515
C 0.7521 2.3243 2.4208
O 0.9858 3.3772 3.0356
C 1.3379 1.0492 2.9650
C 2.5106 1.1308 3.7119
C 3.0326 -0.0147 4.2758
C 2.3501 -1.2065 4.0915
C 1.1888 -1.1919 3.3329
N 0.6932 -0.0981 2.7761
C -1.7567 2.6758 -0.1213
C -2.4163 3.6206 -0.9097
C -2.0197 4.9468 -0.9010
Cl -2.8234 6.0767 -1.9505
N -2.0901 1.3599 0.0019
C -2.9756 0.7258 -0.7447
O -3.6402 1.1329 -1.7175
C -3.1424 -0.7035 -0.3073
C -4.0573 -1.5203 -0.9713
C -4.1874 -2.8405 -0.5847
C -3.4200 -3.2987 0.4767
C -2.5439 -2.4119 1.0836
N -2.3930 -1.1570 0.6957
H 0.4751 4.7855 1.3700
H 2.9748 2.0970 3.8296
H 3.9497 0.0186 4.8515
H 2.7259 -2.1263 4.5146
H 0.6396 -2.1092 3.1513
H -3.2464 3.3034 -1.5203
H -4.6368 -1.0947 -1.7775
H -4.8718 -3.5032 -1.1007
H -3.4822 -4.3250 0.8115
H -1.9290 -2.7253 1.9205
S 2.5736 -0.1556 -0.0096
C 3.1803 -1.6640 0.5622
C 4.5659 -1.7426 0.8004
C 5.1769 -2.8750 1.2873
C 4.4193 -4.0055 1.5656
C 3.0598 -3.9676 1.3199
C 2.4342 -2.8334 0.8213
S 0.6641 -3.0251 0.6638
H 5.1554 -0.8564 0.6052
H 6.2474 -2.8808 1.4648
H 4.8794 -4.9045 1.9580
H 2.4428 -4.8343 1.5195
C 0.9018 0.2511 -3.7779
As -0.8205 0.5880 -2.8795
C -1.4680 1.9847 -4.1441
C -1.7664 -0.9093 -3.7420
S 0.0198 -2.4072 -1.1469
H 0.8197 0.2106 -4.8687
H 1.2695 -0.7072 -3.4104
H 1.6250 1.0207 -3.5009
H -1.2686 1.7308 -5.1877
H -0.9986 2.9412 -3.9124
H -2.5404 2.0941 -4.0007
H -1.5717 -0.9253 -4.8180
H -2.8365 -0.8150 -3.5704
H -1.4122 -1.8369 -3.2936